[1]
The following is a DFT calculation (ωB97M-V/def2-TZVPD) of an isolated molecule of C4H7NO2.

Output
energy above the lowest of the compared OMol25 structures with the same formula, charge and spin = 11.04 kcal/mol
DFT total energy = -9846.8009 eV
SMILES string = C[C@@H](C=O)C(N)=O
lowest unoccupied orbital energy = 0.6521 eV
frontier orbital gap = 10.71 eV
2S+1 = 1

Last column: Mulliken charge in e.
Atoms and positions in Å:
1 C -0.952 -1.071 0.797  -1.4641
2 C -0.387 -0.099 -0.230  0.6493
3 C -1.214 1.180 -0.298  -0.1503
4 O -2.314 1.292 0.179  -0.4718
5 C 1.054 0.280 0.108  0.2809
6 N 1.958 0.149 -0.903  -0.3762
7 O 1.357 0.722 1.201  -0.5938
8 H -0.842 -0.640 1.796  0.3046
9 H -2.012 -1.254 0.611  0.3774
10 H -0.413 -2.021 0.765  0.3858
11 H -0.427 -0.534 -1.240  0.2680
12 H -0.741 2.022 -0.848  0.3371
13 H 1.768 -0.386 -1.734  0.2141
14 H 2.918 0.365 -0.680  0.2391

[2]
The following is a DFT calculation (ωB97M-V/def2-TZVPD) of an isolated molecule of C4H7NO2 at a distorted geometry.

Output
energy above the lowest of the compared OMol25 structures with the same formula, charge and spin = 67.09 kcal/mol
DFT total energy = -9844.3704 eV
SMILES string = CC(=O)NCC=O
lowest unoccupied orbital energy = -0.0811 eV
frontier orbital gap = 9.30 eV
2S+1 = 1

Last column: Mulliken charge in e.
Atoms and positions in Å:
1 C -1.839 0.142 -0.406  -0.9698
2 C -0.937 -1.020 0.193  0.4510
3 O -1.576 -1.997 0.255  -0.5240
4 N 0.343 -0.670 0.471  -0.1155
5 C 0.925 0.603 0.877  -0.7673
6 C 1.790 1.200 -0.142  0.0881
7 O 1.412 1.561 -1.270  -0.4632
8 H -2.418 0.494 0.383  0.2976
9 H -2.433 0.014 -1.224  0.3599
10 H -1.017 0.981 -0.625  0.2177
11 H 0.963 -1.463 0.418  0.2359
12 H 1.395 0.508 1.777  0.3708
13 H 0.018 1.154 1.046  0.4054
14 H 2.778 0.944 -0.080  0.4135

[3]
The following is a DFT calculation (ωB97M-V/def2-TZVPD) of a cluster of 2 separate species, C4H7NO2 in total.

Output
energy above the lowest of the compared OMol25 structures with the same formula, charge and spin = 55.62 kcal/mol
DFT total energy = -9844.8677 eV
SMILES string = C=NC=O.C=CO
lowest unoccupied orbital energy = 0.4867 eV
frontier orbital gap = 9.33 eV
2S+1 = 1

Last column: Mulliken charge in e.
Atoms and positions in Å:
1 C -1.728 -0.265 0.167  -0.3041
2 N -1.331 -0.251 1.368  -0.3443
3 C -0.350 -1.088 1.858  0.1833
4 O 0.843 -0.936 1.672  -0.5479
5 H -1.366 -0.976 -0.581  0.2947
6 H -2.464 0.472 -0.153  0.3027
7 H -0.733 -1.874 2.530  0.3593
8 C 1.014 0.083 -1.619  -0.8436
9 C 0.943 1.269 -1.006  0.0835
10 O 1.104 1.519 0.305  -0.4782
11 H 0.872 0.018 -2.692  0.2456
12 H 1.262 -0.827 -1.079  0.3197
13 H 0.731 2.184 -1.555  0.3473
14 H 1.203 0.672 0.785  0.3819

[4]
The following is a DFT calculation (ωB97M-V/def2-TZVPD) of an isolated molecule of C4H7NO2 at a distorted geometry.

Output
energy above the lowest of the compared OMol25 structures with the same formula, charge and spin = 152.47 kcal/mol
DFT total energy = -9840.6681 eV
SMILES string = CC1(C)C=[N+]([O-])O1
lowest unoccupied orbital energy (spin up / spin down) = 0.3480 / 0.3496 eV
frontier orbital gap (spin up / spin down) = 8.75 / 8.75 eV
2S+1 = 1

Last column: Mulliken charge in e.
Atoms and positions in Å:
1 C 0.173 -0.108 -1.478  -1.4282
2 C -0.030 0.046 0.030  1.2431
3 C 0.472 1.469 0.505  -1.3393
4 C 0.325 -1.199 0.771  -0.7684
5 N -1.218 -1.256 1.085  0.6564
6 O -2.053 -1.974 1.572  -0.5979
7 O -1.471 -0.111 0.304  -0.3655
8 H 0.092 0.850 -1.993  0.3315
9 H -0.526 -0.820 -1.769  0.4294
10 H 1.241 -0.276 -1.583  0.3498
11 H 1.532 1.405 0.403  0.3387
12 H 0.339 1.633 1.506  0.4322
13 H 0.053 2.200 -0.284  0.2977
14 H 1.072 -1.860 0.932  0.4204

[5]
The following is a DFT calculation (ωB97M-V/def2-TZVPD) of an isolated molecule of C4H7NO2.

Output
energy above the lowest of the compared OMol25 structures with the same formula, charge and spin = 31.74 kcal/mol
DFT total energy = -9845.9034 eV
SMILES string = NC(=O)C[C@H]1CO1
lowest unoccupied orbital energy = 0.8215 eV
frontier orbital gap = 10.80 eV
2S+1 = 1

Last column: Mulliken charge in e.
Atoms and positions in Å:
1 N -1.384 -1.817 0.796  -0.3696
2 C -0.579 -0.723 0.914  0.5444
3 O 0.170 -0.561 1.861  -0.6088
4 C -0.701 0.286 -0.218  -0.7938
5 C 0.479 1.227 -0.239  0.1301
6 C 1.764 0.790 -0.772  -0.4020
7 O 0.914 1.649 -1.524  -0.4679
8 H -1.332 -2.525 1.512  0.2435
9 H -1.962 -1.980 -0.011  0.1969
10 H -1.635 0.848 -0.089  0.3224
11 H -0.765 -0.220 -1.189  0.3486
12 H 0.481 2.009 0.518  0.3788
13 H 1.865 -0.226 -1.155  0.2139
14 H 2.684 1.242 -0.404  0.2637

[6]
The following is a DFT calculation (ωB97M-V/def2-TZVPD) of a structure of composition C4H7NO2 at a distorted geometry.

Output
energy above the lowest of the compared OMol25 structures with the same formula, charge and spin = 101.54 kcal/mol
DFT total energy = -9842.8763 eV
lowest unoccupied orbital energy = -0.6859 eV
frontier orbital gap = 8.71 eV
2S+1 = 1

Last column: Mulliken charge in e.
Atoms and positions in Å:
1 C -1.488 -0.869 0.282  -0.9222
2 C -0.853 0.080 -0.683  -0.2166
3 C -0.049 1.240 -0.160  -0.5433
4 N 1.053 0.707 0.601  -0.1466
5 C 1.633 -0.464 0.164  0.6231
6 O 2.538 -1.018 0.744  -0.5920
7 O 1.015 -0.935 -0.969  -0.5197
8 H -1.029 -0.945 1.288  0.3085
9 H -1.395 -1.807 -0.263  0.2583
10 H -2.575 -0.701 0.383  0.4034
11 H 0.180 -0.338 -1.597  0.4819
12 H -0.661 1.922 0.439  0.4196
13 H 0.260 1.770 -1.066  0.2331
14 H 1.483 1.209 1.360  0.2125